C36H34O3P | ωB97M-V with the def2-TZVPD basis set

Each line ends with the Löwdin charge.
Element x y z (Å)
C1 6.188223 -1.442128 2.037309  -0.04
O1 5.261175 -0.454268 2.540091  -0.05
C2 4.398426 0.109938 1.659172  -0.23
C3 3.556101 1.142891 2.154688  0.02
C4 2.722376 1.808830 1.292878  0.01
C5 2.688566 1.503149 -0.110070  -0.19
C6 1.901127 2.312787 -0.961640  0.10
C7 1.916899 2.385311 -2.374747  -0.19
C8 0.866371 3.114876 -3.027850  0.00
C9 0.746955 3.144057 -4.392958  0.02
C10 1.689133 2.444080 -5.194897  -0.22
O2 1.457032 2.414308 -6.530194  -0.05
C11 2.322942 1.590036 -7.340719  -0.04
C12 2.794295 1.798110 -4.585537  0.02
C13 2.921433 1.812535 -3.210934  0.01
C14 3.437647 0.370910 -0.543661  0.01
C15 4.304441 -0.290748 0.302765  0.01
H1 6.726927 -1.777175 2.921586  0.10
H2 5.659399 -2.284589 1.572492  0.10
H3 6.883680 -0.998355 1.312366  0.11
H4 3.610609 1.387974 3.215548  0.13
H5 2.071540 2.605355 1.660057  0.13
H6 1.204050 2.986316 -0.461654  0.14
H7 0.155780 3.658696 -2.402140  0.13
H8 -0.064963 3.673418 -4.892259  0.13
H9 1.964810 1.744653 -8.356442  0.10
H10 3.370349 1.906746 -7.254062  0.10
H11 2.233086 0.532644 -7.058394  0.11
H12 3.537309 1.283327 -5.202528  0.12
H13 3.821759 1.378987 -2.781907  0.11
H14 3.323249 -0.010285 -1.555956  0.12
H15 4.917523 -1.116851 -0.070154  0.12
C16 -1.208515 -0.088014 -2.769315  -0.03
C17 -1.227857 -0.258566 -1.272549  -0.58
C18 -2.447706 -0.694283 -0.695920  -0.20
P1 -2.488838 -0.929100 1.033577  1.05
C19 -1.259872 -2.128386 1.602094  -0.28
C20 0.070522 -1.729542 1.815128  -0.09
C21 1.027661 -2.664368 2.208741  -0.07
C22 0.661642 -4.006216 2.363921  -0.07
C23 -0.650756 -4.414889 2.109835  -0.07
C24 -1.612508 -3.482356 1.720828  -0.06
C25 -2.178047 0.625227 1.890118  -0.30
C26 -1.635005 0.648452 3.184524  -0.09
C27 -1.413955 1.875928 3.811902  -0.07
C28 -1.740037 3.066555 3.156627  -0.08
C29 -2.286873 3.041614 1.870174  -0.07
C30 -2.511742 1.821218 1.235393  -0.07
C31 -4.112607 -1.530233 1.539883  -0.30
C32 -4.664168 -1.174811 2.784710  -0.06
C33 -5.933975 -1.638359 3.132332  -0.07
C34 -6.650195 -2.449400 2.245583  -0.07
C35 -6.095661 -2.816947 1.016259  -0.07
C36 -4.822116 -2.365340 0.662177  -0.09
O3 -0.191819 -0.002298 -0.613209  -0.06
H16 -2.159952 -0.379935 -3.215043  0.07
H17 -0.999109 0.957362 -3.003870  0.06
H18 -0.402959 -0.698473 -3.186877  0.09
H19 -3.334123 -0.878346 -1.304770  0.06
H20 0.362935 -0.693604 1.647996  0.09
H21 2.048553 -2.328737 2.393055  0.10
H22 1.404341 -4.735414 2.682001  0.11
H23 -0.936873 -5.460876 2.218085  0.11
H24 -2.637968 -3.795455 1.515965  0.10
H25 -1.382935 -0.283274 3.696242  0.11
H26 -0.989085 1.891484 4.815187  0.11
H27 -1.574296 4.021681 3.652027  0.11
H28 -2.548224 3.965363 1.354556  0.11
H29 -2.939274 1.780852 0.231610  0.11
H30 -4.099582 -0.538646 3.469103  0.10
H31 -6.362577 -1.360751 4.095280  0.11
H32 -7.645179 -2.799596 2.514790  0.11
H33 -6.643442 -3.455774 0.324281  0.11
H34 -4.376069 -2.649280 -0.292681  0.11

Atoms 1-3, force components in eV/Å:
C -0.1431 0.0915 0.1033
O -0.6671 0.2911 -0.9915
C 0.3548 -0.0754 0.1440

Charge: +1
Relative energy (zero: lowest compared OMol25 entry of this formula, charge and spin), kcal/mol: 28.6